This record from the OMol25 dataset describes C4H9N2O2 as an isolated structure in a non-equilibrium geometry. The level of theory is ωB97M-V/def2-TZVPD.

XYZ file:
```
17
Properties=species:S:1:pos:R:3
C 0.53 2.42 -1.57
C -0.72 -0.76 -0.94
C -0.07 -0.74 1.44
C 0.60 1.29 0.09
N 0.51 2.28 1.01
N -0.37 0.11 0.24
O -0.03 2.10 -2.52
O 1.43 3.11 1.02
H 1.28 3.32 -1.27
H -1.07 -0.11 -1.75
H 0.12 -1.53 -1.02
H -1.51 -1.49 -0.65
H 0.27 -0.11 2.36
H -0.97 -1.36 1.57
H 0.77 -1.40 1.21
H 1.55 0.84 -0.07
H -1.27 0.49 0.47
```

## Properties
E_LUMO: -0.17760 Eh
Strongest force on any atom: 3.477 eV/Å
2S+1: 1
Total charge: +1
Gap between HOMO and LUMO: 8.76 eV
ΔE to the lowest compared entry with this formula, charge and spin: 571.9 kJ/mol
HOMO: -13.59 eV

=====

This record from the OMol25 dataset describes a 6-piece molecular cluster, C29H62IN5O8 overall in a non-equilibrium geometry. The level of theory is ωB97M-V/def2-TZVPD.

XYZ file:
```
105
Properties=species:S:1:pos:R:3
C 2.68 0.03 0.79
C 4.14 -0.14 0.42
C 4.50 -0.05 -1.20
C 5.91 0.85 -1.28
O 6.43 0.72 -2.65
C 5.68 1.71 -3.46
O 4.80 -1.35 -1.82
C 3.52 -2.02 -2.25
I 2.95 -1.20 -4.19
C 3.75 -3.64 -2.21
C 2.49 -4.53 -2.76
C 1.45 -5.05 -1.61
C 0.49 -3.88 -0.96
C -0.97 -3.70 -1.68
C -0.86 -2.59 -2.89
C -1.04 -1.03 -2.42
O -0.80 -0.77 -1.00
C -0.91 0.72 -0.89
H 1.83 -0.67 0.33
H 2.31 0.90 1.51
H 4.95 -0.32 1.24
H 3.60 0.53 -1.70
H 6.66 0.30 -0.53
H 5.73 1.97 -0.94
H 6.18 1.83 -4.52
H 4.57 1.36 -3.64
H 5.62 2.77 -2.97
H 2.71 -1.63 -1.47
H 4.66 -3.87 -2.94
H 4.09 -3.98 -1.14
H 2.97 -5.52 -3.24
H 1.89 -4.03 -3.66
H 0.73 -5.84 -2.14
H 2.06 -5.67 -0.81
H 0.27 -4.22 0.17
H 0.98 -2.82 -0.88
H -1.40 -4.74 -2.06
H -1.72 -3.32 -0.85
H -1.65 -2.84 -3.73
H 0.20 -2.69 -3.38
H -0.24 -0.39 -3.02
H -2.12 -0.67 -2.71
H -0.07 1.23 -1.57
H -0.79 1.11 0.21
H -1.94 1.05 -1.38
C 3.11 -0.69 4.53
O 3.97 -0.55 3.67
N 2.53 -1.90 4.88
C 1.51 -1.98 5.91
C 2.96 -3.11 4.22
H 2.71 0.16 5.09
H 1.87 -2.64 6.71
H 0.60 -2.40 5.46
H 1.29 -1.00 6.32
H 4.03 -3.24 4.38
H 2.78 -3.01 3.14
H 2.42 -3.97 4.61
C -2.41 1.01 3.33
O -2.10 0.74 4.49
N -3.41 1.89 2.96
C -3.72 2.16 1.57
C -4.18 2.56 3.99
H -1.89 0.56 2.48
H -3.58 3.23 1.38
H -4.76 1.88 1.38
H -3.06 1.59 0.91
H -3.50 3.15 4.61
H -4.67 1.81 4.61
H -4.93 3.22 3.54
C -2.97 6.01 3.14
O -3.47 5.37 2.23
N -1.67 6.45 3.20
C -1.16 7.21 4.32
C -0.78 6.14 2.10
H -3.57 6.30 4.03
H -0.80 8.18 3.96
H -0.33 6.66 4.77
H -1.94 7.37 5.07
H -1.18 6.57 1.18
H -0.71 5.05 1.99
H 0.22 6.55 2.29
C -1.24 2.99 -4.11
O -2.19 2.32 -3.72
N -0.41 2.65 -5.15
C 0.70 3.49 -5.56
C -0.64 1.41 -5.87
H -0.98 3.95 -3.64
H 0.55 3.79 -6.60
H 1.63 2.93 -5.46
H 0.75 4.39 -4.94
H -1.65 1.43 -6.30
H -0.58 0.58 -5.16
H 0.10 1.28 -6.66
C -4.09 -4.65 0.65
O -3.39 -4.89 -0.33
N -5.04 -3.64 0.72
C -5.83 -3.42 1.91
C -5.24 -2.78 -0.42
H -4.02 -5.24 1.57
H -6.89 -3.53 1.66
H -5.64 -2.41 2.28
H -5.57 -4.14 2.70
H -5.54 -3.40 -1.28
H -4.30 -2.28 -0.66
H -6.02 -2.04 -0.21
```

## Properties
E_LUMO: 0.01020 Eh
Strongest force on any atom: 3.980 eV/Å
SMILES: C=C[C@@H](COC)O[C@@H](I)CCCCCCCOC.CN(C)C=O.CN(C)C=O.CN(C)C=O.CN(C)C=O.CN(C)C=O
2S+1: 1
Gap between HOMO and LUMO: 8.10 eV
HOMO: -7.83 eV

=====

This record from the OMol25 dataset describes the molecule C20H19FN6O3S in a non-equilibrium geometry. The level of theory is ωB97M-V/def2-TZVPD.

XYZ file:
```
50
Properties=species:S:1:pos:R:3
N -7.10 1.99 7.00
O -2.21 -0.40 1.85
O 1.79 0.18 -3.95
O 1.73 1.46 -1.98
F 4.21 0.54 0.37
C -6.19 1.66 6.37
N -0.93 -2.80 -1.58
N -2.87 1.50 4.78
C -1.94 0.34 2.81
C -0.01 -1.88 -1.52
C -3.88 1.81 5.62
C -3.05 0.65 3.78
C -4.32 0.03 3.60
C 2.69 1.49 1.86
C -5.35 0.34 4.43
C 1.48 1.55 2.52
C 0.74 -0.39 1.31
C 2.96 0.54 0.89
C -5.14 1.23 5.50
C 0.46 0.66 2.22
C 1.98 -0.44 0.61
N -0.69 0.88 2.99
N -2.08 0.31 -2.52
N 1.04 -2.32 -0.74
C -1.07 0.40 -1.42
C -1.12 -0.36 -3.35
C 3.24 -2.55 0.17
C -0.16 -0.53 -2.18
C 2.75 -1.04 -1.80
C 2.25 -1.53 -0.45
S 1.52 0.09 -2.52
H -1.80 -2.66 -2.09
H -3.76 2.57 6.38
H -4.47 -0.66 2.76
H 3.49 2.16 2.17
H -6.33 -0.07 4.25
H 1.41 2.32 3.27
H 0.02 -1.19 1.18
H -0.68 1.63 3.66
H -2.83 -0.33 -2.24
H 1.05 -3.32 -0.65
H -1.39 0.04 -0.44
H -0.66 1.42 -1.28
H -0.73 0.30 -4.19
H -1.45 -1.32 -3.77
H 3.33 -3.46 -0.43
H 2.89 -2.85 1.17
H 4.22 -2.09 0.33
H 3.72 -0.58 -1.80
H 2.85 -1.91 -2.46
```

## Properties
E_LUMO: -0.03963 Eh
Strongest force on any atom: 5.682 eV/Å
SMILES: [H]/N=C1/N[C@](C)(c2cc(NC(=O)c3ccc(C#N)cn3)ccc2F)CS(=O)(=O)C12CNC2
2S+1: 1
Gap between HOMO and LUMO: 7.87 eV
HOMO: -8.95 eV

=====

This record from the OMol25 dataset describes a 4-piece molecular cluster, C32H38BrF3N2O16PS overall in a non-equilibrium geometry. The level of theory is ωB97M-V/def2-TZVPD.

XYZ file:
```
94
Properties=species:S:1:pos:R:3
C -7.03 0.75 5.25
C -5.72 0.10 4.78
C -4.51 1.02 4.96
C -4.60 2.28 4.07
C -3.28 2.64 3.35
C -3.27 2.40 1.83
Br -4.66 3.52 1.08
C -1.80 2.65 1.29
P -1.65 3.91 -0.11
N -0.10 4.58 0.19
O -1.20 2.91 -1.35
C -1.24 1.28 0.94
C 0.24 0.95 1.14
C 0.87 1.73 2.29
C 1.78 1.01 3.19
O 0.34 1.43 3.53
N -2.19 0.26 1.49
O -2.01 0.12 2.89
C -2.06 -1.11 0.85
O -2.62 -2.06 1.69
C -1.79 -3.05 2.12
F -0.63 -2.53 2.59
F -2.40 -3.72 3.08
F -1.46 -3.87 1.12
C -3.54 0.91 1.41
S -4.20 0.75 -0.27
H -7.69 0.02 5.71
H -7.56 1.23 4.43
H -6.83 1.51 6.01
H -5.82 -0.13 3.71
H -5.56 -0.84 5.32
H -3.58 0.48 4.78
H -4.48 1.33 6.00
H -5.37 2.14 3.32
H -4.90 3.13 4.68
H -3.04 3.70 3.49
H -2.46 2.09 3.80
H -1.30 3.16 2.11
H 0.14 4.60 1.18
H 0.64 4.08 -0.29
H -1.82 2.97 -2.09
H -1.38 1.18 -0.15
H 0.78 1.18 0.22
H 0.39 -0.09 1.43
H 1.15 2.76 2.08
H 2.33 1.51 3.96
H 1.75 -0.07 3.20
H -1.06 -0.06 3.04
H -1.01 -1.27 0.62
H -2.61 -1.08 -0.08
H -4.27 0.46 2.08
H -5.45 0.45 0.10
C 2.50 -0.43 -2.97
C 1.23 -0.16 -2.65
C 0.27 -1.22 -2.16
O -0.86 -0.83 -1.87
C 0.71 -2.58 -2.07
C 1.99 -2.87 -2.39
C 2.97 -1.80 -2.86
O 4.10 -2.16 -3.11
O 2.50 -4.07 -2.34
O 0.68 1.05 -2.71
H 3.19 0.33 -3.31
H 0.01 -3.34 -1.74
H 3.45 -4.03 -2.59
H -0.25 0.94 -2.44
C 4.41 -7.47 -1.44
C 4.84 -8.74 -1.51
C 6.20 -9.10 -2.08
O 6.49 -10.29 -2.08
C 7.05 -8.05 -2.59
C 6.61 -6.78 -2.52
C 5.26 -6.42 -1.93
O 4.98 -5.23 -1.91
O 7.30 -5.74 -2.95
O 4.15 -9.78 -1.10
H 3.45 -7.20 -1.03
H 8.01 -8.31 -3.01
H 6.76 -4.95 -2.78
H 4.71 -10.57 -1.27
C 2.97 5.03 -3.43
C 1.78 4.47 -3.19
C 0.53 4.87 -3.95
O -0.50 4.28 -3.63
C 0.61 5.90 -4.94
C 1.80 6.46 -5.19
C 3.06 6.05 -4.46
O 4.09 6.62 -4.77
O 1.99 7.41 -6.09
O 1.57 3.53 -2.27
H 3.87 4.76 -2.90
H -0.29 6.19 -5.47
H 2.95 7.63 -6.06
H 0.62 3.30 -2.34
```

## Properties
E_LUMO: -0.14063 Eh
Strongest force on any atom: 2.863 eV/Å
2S+1: 1
Total charge: +1
Gap between HOMO and LUMO: 7.44 eV
HOMO: -11.26 eV

=====

This record from the OMol25 dataset describes C23H34Cl4MoN3O3Si2 as an isolated structure in a non-equilibrium geometry. The level of theory is ωB97M-V/def2-TZVPD.

XYZ file:
```
70
Properties=species:S:1:pos:R:3
Mo 0.09 0.06 0.89
C -3.85 -0.99 -2.03
Si -2.04 -0.81 -1.72
C -1.32 -0.27 -3.46
C -1.24 -2.43 -1.27
C -1.65 0.39 -0.28
C -1.48 1.85 -0.43
C -1.81 2.76 -1.44
C -1.37 4.05 -1.36
C -0.55 4.44 -0.33
C -0.23 3.53 0.65
N -0.72 2.31 0.58
Si -2.91 0.28 1.23
C -3.60 -1.36 1.73
C -4.26 1.51 0.82
C -2.08 1.12 2.78
H -3.93 -1.97 -2.49
H -4.20 -0.17 -2.60
H -4.58 -0.94 -1.21
H -1.06 -1.24 -3.99
H -0.47 0.39 -3.41
H -2.20 0.17 -4.01
H -1.67 -3.12 -2.00
H -1.45 -2.72 -0.24
H -0.14 -2.41 -1.35
H -2.40 2.40 -2.28
H -1.63 4.82 -2.10
H -0.20 5.49 -0.30
H 0.32 3.81 1.53
H -3.85 -1.99 0.87
H -4.61 -1.12 2.09
H -3.04 -1.89 2.46
H -4.96 1.21 0.03
H -3.80 2.45 0.50
H -4.81 1.72 1.70
H -1.10 0.75 3.03
H -2.68 0.86 3.63
H -2.08 2.20 2.68
Cl 2.88 -6.12 0.55
C 1.86 -4.83 0.95
C 0.65 -5.03 1.63
Cl 0.19 -6.60 2.07
C -0.11 -3.91 1.94
Cl -1.68 -4.06 2.69
C 0.25 -2.66 1.49
O -0.44 -1.55 1.75
C 1.41 -2.50 0.78
O 1.60 -1.19 0.40
C 2.16 -3.56 0.47
Cl 3.58 -3.35 -0.40
C 4.19 0.36 -1.79
N 2.94 0.98 -1.21
C 1.74 0.96 -2.05
C 2.85 1.14 0.15
O 1.73 1.24 0.74
N 3.98 1.14 0.89
C 5.06 1.97 0.68
C 3.73 0.76 2.28
H 3.87 -0.20 -2.73
H 4.43 -0.47 -1.12
H 5.01 1.02 -1.96
H 2.04 1.03 -3.07
H 1.11 1.76 -1.84
H 1.14 0.01 -2.02
H 5.18 2.36 -0.32
H 6.03 1.43 0.88
H 5.05 2.85 1.41
H 4.67 0.40 2.67
H 3.04 -0.10 2.31
H 3.42 1.59 2.91
```

## Properties
<S²>: 2.02
E_LUMO (spin up / spin down): -0.14378 / -0.12899 Eh
Strongest force on any atom: 4.303 eV/Å
2S+1: 3
Total charge: +1
Gap between HOMO and LUMO (spin up / spin down): 6.83 / 7.41 eV
HOMO (spin up / spin down): -10.75 / -10.92 eV

=====

This record from the OMol25 dataset describes a 2-piece molecular cluster, C2H4OS overall in a non-equilibrium geometry. The level of theory is ωB97M-V/def2-TZVPD.

XYZ file:
```
8
Properties=species:S:1:pos:R:3
C 1.10 -0.57 -0.29
C 0.89 0.56 0.29
O -3.27 -0.37 -0.42
S -2.53 0.46 0.50
H 0.33 -0.89 -0.97
H 1.76 -1.26 -0.14
H 1.65 0.85 0.91
H 0.06 1.23 0.13
```

## Properties
E_LUMO (spin up / spin down): -0.05111 / -0.05394 Eh
Strongest force on any atom: 5.380 eV/Å
SMILES: C=C.O=S
2S+1: 1
Gap between HOMO and LUMO (spin up / spin down): 7.83 / 7.67 eV
ΔE to the lowest compared entry with this formula, charge and spin: 329.4 kJ/mol
HOMO (spin up / spin down): -9.22 / -9.14 eV

=====

This record from the OMol25 dataset describes C25H39Br43ClNP as an isolated structure in a non-equilibrium geometry. The level of theory is ωB97M-V/def2-TZVPD.

XYZ file:
```
110
Properties=species:S:1:pos:R:3
C 1.36 1.47 2.44
C 1.22 0.10 2.30
P -0.22 -1.01 3.04
C -1.59 -0.02 2.23
Cl -0.19 0.34 4.91
C -1.36 -2.16 4.04
C -2.74 -1.65 4.48
C -3.86 -2.17 3.57
C -5.19 -1.38 3.65
C -5.85 -1.24 2.26
N -5.52 0.05 1.65
C -0.07 -2.26 1.55
Br 0.14 -1.39 -0.21
C 1.14 -3.20 1.73
C 0.84 -4.36 2.69
H 2.02 1.88 3.22
H 0.82 2.20 1.82
H 2.03 -0.43 1.78
H 0.92 -1.66 3.66
H -2.33 -0.64 1.73
H -1.15 0.61 1.45
H -2.08 0.68 2.92
H -0.80 -2.41 4.94
H -1.52 -3.12 3.54
H -2.81 -0.57 4.64
H -2.93 -2.12 5.45
H -3.52 -2.31 2.54
H -4.08 -3.18 3.94
H -5.05 -0.40 4.10
H -5.89 -1.96 4.25
H -6.93 -1.36 2.37
H -5.52 -2.07 1.63
H -5.36 -0.01 0.65
H -6.22 0.74 1.85
H -0.95 -2.90 1.46
H 2.02 -2.64 2.03
H 1.35 -3.65 0.75
H -0.20 -4.67 2.58
H 1.47 -5.22 2.47
H 0.98 -4.05 3.73
C 5.44 1.93 0.30
Br 7.03 1.99 1.41
Br 5.66 0.59 -1.09
Br 3.78 1.69 1.32
H 5.37 2.88 -0.20
C -1.75 -1.25 -4.03
Br -1.10 -2.96 -4.65
Br -3.04 -1.44 -2.61
Br -0.31 -0.08 -3.53
H -2.26 -0.79 -4.86
C 9.09 0.57 -4.00
Br 9.13 0.74 -2.08
Br 8.69 -1.23 -4.54
Br 7.87 1.84 -4.78
H 10.08 0.80 -4.36
C -1.29 3.81 -4.76
Br 0.21 3.77 -3.55
Br -1.09 2.58 -6.23
Br -2.94 3.51 -3.83
H -1.32 4.81 -5.18
C 1.71 -8.55 2.11
Br 0.65 -7.80 0.69
Br 3.56 -8.09 1.93
Br 1.02 -8.05 3.84
H 1.63 -9.62 2.03
C -4.88 3.88 -0.48
Br -4.87 3.83 1.44
Br -5.39 2.18 -1.23
Br -5.98 5.32 -1.16
H -3.86 4.08 -0.80
C -8.80 3.19 -3.81
Br -9.55 4.51 -2.63
Br -7.02 3.64 -4.36
Br -8.89 1.42 -3.04
H -9.42 3.17 -4.70
C -3.86 -5.97 5.91
Br -4.46 -7.31 7.16
Br -3.64 -4.25 6.72
Br -2.25 -6.51 4.99
H -4.63 -5.88 5.16
C -4.04 6.77 -6.18
Br -2.18 7.19 -6.47
Br -4.53 6.96 -4.33
Br -5.18 7.80 -7.33
H -4.17 5.73 -6.44
C 4.82 -12.35 0.91
Br 6.40 -11.49 1.60
Br 3.26 -11.85 1.92
Br 4.58 -12.01 -0.97
H 4.95 -13.41 1.03
C 6.23 4.09 -7.85
Br 8.04 4.61 -8.21
Br 5.74 4.43 -6.02
Br 4.99 4.90 -9.08
H 6.17 3.02 -8.00
C 10.66 -0.17 1.25
Br 10.05 -1.24 2.73
Br 11.01 1.65 1.78
Br 12.18 -0.96 0.37
H 9.85 -0.15 0.53
C 1.30 4.38 6.23
Br 1.34 3.67 4.44
Br 2.99 5.14 6.76
Br -0.14 5.64 6.47
H 1.10 3.55 6.89
C -1.21 11.22 -8.07
Br 0.25 10.97 -6.84
Br -1.21 9.87 -9.44
Br -2.90 11.30 -7.15
H -1.07 12.17 -8.55
```

## Properties
E_LUMO: 0.03297 Eh
Strongest force on any atom: 2.456 eV/Å
2S+1: 1
Total charge: -1
Gap between HOMO and LUMO: 4.68 eV
HOMO: -3.78 eV

=====

This record from the OMol25 dataset describes C9H14MgN2S as an isolated structure in a non-equilibrium geometry. The level of theory is ωB97M-V/def2-TZVPD.

XYZ file:
```
27
Properties=species:S:1:pos:R:3
Mg -0.90 0.18 -1.01
C -2.38 3.51 -0.16
C -1.03 2.67 -0.32
C -0.22 2.45 -1.51
C 0.99 1.64 -1.45
C 1.44 1.02 -0.31
C 0.66 1.28 0.91
C -0.54 1.92 0.76
H -2.59 3.74 -1.15
H -1.97 4.29 0.23
H -3.20 3.16 0.56
H -0.43 2.97 -2.54
H 1.70 1.52 -2.30
H 2.33 0.56 -0.29
H 0.94 0.91 1.91
H -1.10 2.08 1.75
C 1.88 -3.40 0.48
N 0.84 -2.90 -0.36
C -0.38 -2.68 0.11
N -0.56 -2.92 1.46
S -1.60 -2.05 -1.02
H 2.91 -3.53 -0.30
H 1.70 -4.44 0.85
H 2.08 -2.70 1.37
H 1.02 -2.77 -1.31
H -0.04 -3.63 1.94
H -1.54 -2.88 1.71
```

## Properties
E_LUMO: -0.27560 Eh
Strongest force on any atom: 6.611 eV/Å
2S+1: 1
Total charge: +2
Gap between HOMO and LUMO: 9.63 eV
HOMO: -17.13 eV

=====

This record from the OMol25 dataset describes C4H11N2O as an isolated structure in a non-equilibrium geometry. The level of theory is ωB97M-V/def2-TZVPD.

XYZ file:
```
18
Properties=species:S:1:pos:R:3
N 3.25 0.22 0.50
C 2.40 -0.82 0.24
C 1.07 -0.20 0.44
N 0.91 1.08 -0.20
C -3.26 -0.50 -0.65
C -2.53 0.71 -0.37
O -1.70 0.87 0.62
H -2.09 -0.21 -1.09
H 0.04 1.55 -0.08
H 4.09 -0.17 0.97
H 2.56 -1.73 0.87
H 2.49 -1.17 -0.82
H 0.19 -0.84 0.18
H 0.88 -0.15 1.61
H -4.09 -0.73 -1.38
H 1.73 1.68 -0.18
H -3.18 -1.24 0.17
H -2.75 1.65 -0.83
```

## Properties
E_LUMO: -0.30681 Eh
Strongest force on any atom: 5.873 eV/Å
2S+1: 1
Total charge: +1
Gap between HOMO and LUMO: 4.79 eV
ΔE to the lowest compared entry with this formula, charge and spin: 910.5 kJ/mol
HOMO: -13.13 eV

=====

Repeat the fourth record exactly.
This record from the OMol25 dataset describes a 4-piece molecular cluster, C32H38BrF3N2O16PS overall in a non-equilibrium geometry. The level of theory is ωB97M-V/def2-TZVPD.

XYZ file:
```
94
Properties=species:S:1:pos:R:3
C -7.03 0.75 5.25
C -5.72 0.10 4.78
C -4.51 1.02 4.96
C -4.60 2.28 4.07
C -3.28 2.64 3.35
C -3.27 2.40 1.83
Br -4.66 3.52 1.08
C -1.80 2.65 1.29
P -1.65 3.91 -0.11
N -0.10 4.58 0.19
O -1.20 2.91 -1.35
C -1.24 1.28 0.94
C 0.24 0.95 1.14
C 0.87 1.73 2.29
C 1.78 1.01 3.19
O 0.34 1.43 3.53
N -2.19 0.26 1.49
O -2.01 0.12 2.89
C -2.06 -1.11 0.85
O -2.62 -2.06 1.69
C -1.79 -3.05 2.12
F -0.63 -2.53 2.59
F -2.40 -3.72 3.08
F -1.46 -3.87 1.12
C -3.54 0.91 1.41
S -4.20 0.75 -0.27
H -7.69 0.02 5.71
H -7.56 1.23 4.43
H -6.83 1.51 6.01
H -5.82 -0.13 3.71
H -5.56 -0.84 5.32
H -3.58 0.48 4.78
H -4.48 1.33 6.00
H -5.37 2.14 3.32
H -4.90 3.13 4.68
H -3.04 3.70 3.49
H -2.46 2.09 3.80
H -1.30 3.16 2.11
H 0.14 4.60 1.18
H 0.64 4.08 -0.29
H -1.82 2.97 -2.09
H -1.38 1.18 -0.15
H 0.78 1.18 0.22
H 0.39 -0.09 1.43
H 1.15 2.76 2.08
H 2.33 1.51 3.96
H 1.75 -0.07 3.20
H -1.06 -0.06 3.04
H -1.01 -1.27 0.62
H -2.61 -1.08 -0.08
H -4.27 0.46 2.08
H -5.45 0.45 0.10
C 2.50 -0.43 -2.97
C 1.23 -0.16 -2.65
C 0.27 -1.22 -2.16
O -0.86 -0.83 -1.87
C 0.71 -2.58 -2.07
C 1.99 -2.87 -2.39
C 2.97 -1.80 -2.86
O 4.10 -2.16 -3.11
O 2.50 -4.07 -2.34
O 0.68 1.05 -2.71
H 3.19 0.33 -3.31
H 0.01 -3.34 -1.74
H 3.45 -4.03 -2.59
H -0.25 0.94 -2.44
C 4.41 -7.47 -1.44
C 4.84 -8.74 -1.51
C 6.20 -9.10 -2.08
O 6.49 -10.29 -2.08
C 7.05 -8.05 -2.59
C 6.61 -6.78 -2.52
C 5.26 -6.42 -1.93
O 4.98 -5.23 -1.91
O 7.30 -5.74 -2.95
O 4.15 -9.78 -1.10
H 3.45 -7.20 -1.03
H 8.01 -8.31 -3.01
H 6.76 -4.95 -2.78
H 4.71 -10.57 -1.27
C 2.97 5.03 -3.43
C 1.78 4.47 -3.19
C 0.53 4.87 -3.95
O -0.50 4.28 -3.63
C 0.61 5.90 -4.94
C 1.80 6.46 -5.19
C 3.06 6.05 -4.46
O 4.09 6.62 -4.77
O 1.99 7.41 -6.09
O 1.57 3.53 -2.27
H 3.87 4.76 -2.90
H -0.29 6.19 -5.47
H 2.95 7.63 -6.06
H 0.62 3.30 -2.34
```

## Properties
E_LUMO: -0.14063 Eh
Strongest force on any atom: 2.863 eV/Å
2S+1: 1
Total charge: +1
Gap between HOMO and LUMO: 7.44 eV
HOMO: -11.26 eV